Record 1
The following is a DFT calculation (wB97M-V/def2-TZVPD) of a 3-piece molecular cluster, C3H12O4 overall in a non-equilibrium geometry.

Computed properties:
Gap between HOMO and LUMO = 10.9 eV
SMILES = OCCCO.O.O
LUMO level = 0.53 eV

CARTESIAN COORDINATES (ANGSTROEM)
H1 -3.081 -0.794 -1.594
H2 1.325 -0.702 -0.239
H3 1.620 3.263 0.668
C1 0.938 0.312 -0.240
H4 1.984 1.347 -1.509
O1 0.866 3.426 1.257
H5 0.431 -4.187 2.781
C2 -1.443 -0.302 -0.637
H6 -0.575 1.503 -1.255
O2 0.205 -3.506 2.139
O3 2.027 1.206 -0.552
C3 -0.245 0.469 -1.161
H7 -1.293 -1.386 -0.608
H8 0.672 0.542 0.808
H9 -0.178 -4.000 1.407
H10 -0.006 0.088 -2.162
O4 -2.568 0.005 -1.448
H11 -1.622 -0.023 0.416
H12 0.944 2.739 1.928

These are the natural (NBO) partial charges, in e, on atoms 1 to 4:
1. H 0.471
2. H 0.167
3. H 0.483
4. C -0.058

---

Record 2
The following is a DFT calculation (wB97M-V/def2-TZVPD) of a 3-piece molecular cluster, C3H12O4 overall in a non-equilibrium geometry.

Computed properties:
Gap between HOMO and LUMO = 10.3 eV
SMILES = OCCCO.O.O
LUMO level = 0.13 eV

CARTESIAN COORDINATES (ANGSTROEM)
H1 -1.424 1.195 -1.844
O1 -2.251 0.631 3.349
H2 -1.803 -0.856 -1.061
H3 0.097 -0.659 0.562
H4 -1.941 -0.133 2.797
H5 -0.139 0.109 -4.083
C1 0.081 -0.338 -1.980
H6 3.339 1.067 5.195
C2 -0.600 0.997 -2.420
H7 0.091 1.938 -2.338
O2 -0.272 -1.511 0.039
H8 -1.130 -2.285 -1.599
H9 4.036 0.209 4.159
O3 -0.833 0.749 -3.830
H10 0.241 -1.072 -2.821
C3 -0.823 -1.287 -1.263
O4 3.979 1.079 4.461
H11 -1.584 0.575 4.062
H12 0.936 -0.409 -1.384

These are the natural (NBO) partial charges, in e, on atoms 1 to 4:
1. H 0.180
2. O -0.930
3. H 0.157
4. H 0.465

---

Record 3
The following is a DFT calculation (wB97M-V/def2-TZVPD) of a 4-piece molecular cluster, C3H12O4 overall in a non-equilibrium geometry.

Computed properties:
Gap between HOMO and LUMO = 10.6 eV
SMILES = CCC=O.O.O.O
LUMO level = 0.48 eV

CARTESIAN COORDINATES (ANGSTROEM)
H1 -0.037 -3.012 0.218
H2 -0.705 4.261 -2.415
H3 -0.183 0.261 -2.088
H4 1.076 -4.202 1.060
O1 -0.788 0.766 -1.541
C1 2.065 -1.071 0.271
C2 0.979 -3.278 0.499
H5 3.031 -1.257 -0.246
H6 -0.413 3.943 -0.899
H7 -4.255 0.133 0.761
H8 2.539 -2.627 1.723
H9 -0.953 0.304 -0.721
O2 1.514 -0.024 0.063
H10 1.064 -1.760 2.065
H11 -3.571 1.300 1.407
C3 1.680 -2.141 1.253
O3 -3.909 0.413 1.609
O4 -0.128 4.458 -1.648
H12 1.552 -3.468 -0.419

These are the natural (NBO) partial charges, in e, on atoms 1 to 4:
1. H 0.215
2. H 0.474
3. H 0.476
4. H 0.220

---

Total energy: -422.4315, -422.3597, -422.4277 (Ha)
Energy relative to the best compared isomer or geometry (same formula, charge and spin): 78.8, 267.2, 88.7 (kJ/mol)
HOMO energy: -10.4, -10.1, -10.1 (eV)